Entry 1:
DFT (the ωB97M-V functional and the def2-TZVPD basis) results for a single C2H6N2S molecule at a distorted geometry.

Positions of all 11 atoms, in Å:
C 0.151 0.172 1.683
C 0.975 0.167 -0.526
H -0.391 1.148 1.859
H -0.577 -0.796 1.354
H 0.788 -0.420 2.470
H 1.548 0.107 -1.295
H 0.146 -0.708 -2.141
H -1.906 0.712 -2.288
N 1.306 0.305 0.691
N -0.217 -0.647 -1.002
S -1.822 -0.040 -0.804

Results
Multiplicity: 1
Structure (SMILES): C/N=C\NS

---

Entry 2:
DFT (the ωB97M-V functional and the def2-TZVPD basis) results for 3 unconnected molecules or ions with the total composition C27H49BN4O6PS at a distorted geometry.

Positions of all 89 atoms, in Å:
C -2.648 0.562 2.178
C -1.985 0.353 1.202
C -1.129 0.189 -0.028
C -1.229 -1.332 -0.298
C -2.665 -1.922 -0.198
C -0.589 -1.860 -1.585
C -0.351 -3.398 -1.536
O 0.159 0.394 0.524
P 0.619 2.059 0.579
N 1.084 3.900 0.624
C 0.291 4.564 1.171
S -0.678 5.460 2.071
B 1.453 1.613 2.315
O 2.178 2.578 3.008
O 1.334 0.344 2.904
N 2.079 1.813 -0.449
C 2.537 0.463 -0.678
C 3.132 2.748 -0.363
C 3.356 3.729 -1.524
O 3.934 2.788 0.532
O -0.519 2.378 -0.700
C -1.349 1.263 -1.117
C -0.816 1.032 -2.552
C -0.667 2.307 -3.399
C 0.749 2.895 -3.451
C -2.750 1.943 -1.198
C -3.675 1.540 -2.368
C -3.995 0.048 -2.509
O -4.449 -0.174 -3.874
C -3.671 -1.175 -4.506
H -3.219 0.693 3.053
H -0.688 -1.808 0.521
H -3.451 -1.178 -0.315
H -2.839 -2.725 -0.919
H -2.796 -2.361 0.791
H 0.371 -1.415 -1.846
H -1.244 -1.694 -2.446
H 0.697 -3.604 -1.729
H -0.621 -3.834 -0.574
H -0.915 -3.888 -2.333
H -0.490 2.463 1.444
H 2.990 2.222 3.379
H 2.200 -0.015 3.118
H 2.728 -0.144 0.222
H 1.892 -0.120 -1.332
H 3.501 0.524 -1.211
H 4.321 4.218 -1.430
H 3.305 3.160 -2.453
H 2.553 4.460 -1.453
H 0.188 0.613 -2.442
H -1.376 0.299 -3.134
H -0.931 2.026 -4.427
H -1.351 3.109 -3.129
H 1.542 2.159 -3.359
H 0.811 3.666 -2.688
H 0.844 3.438 -4.399
H -3.327 1.858 -0.275
H -2.547 3.003 -1.324
H -4.634 2.038 -2.186
H -3.350 1.894 -3.347
H -3.114 -0.573 -2.376
H -4.837 -0.229 -1.872
H -2.625 -0.875 -4.640
H -4.089 -1.303 -5.506
H -3.762 -2.097 -3.924
C -1.729 -0.599 6.667
C -2.905 -1.554 6.849
C -2.691 -2.901 6.154
C -2.627 -2.764 4.701
N -2.568 -2.657 3.560
H -1.584 -0.337 5.618
H -1.904 0.326 7.218
H -0.803 -1.042 7.040
H -3.817 -1.082 6.477
H -3.053 -1.735 7.917
H -3.513 -3.575 6.407
H -1.776 -3.371 6.519
C 5.981 -2.640 -1.610
C 5.676 -1.829 -0.356
C 4.949 -2.640 0.720
C 3.613 -3.050 0.293
N 2.557 -3.355 -0.039
H 5.065 -2.972 -2.102
H 6.540 -2.035 -2.325
H 6.581 -3.521 -1.372
H 5.085 -0.952 -0.624
H 6.615 -1.462 0.064
H 4.857 -2.035 1.624
H 5.534 -3.522 0.988

Results
Multiplicity: 1
Net charge: -1

---

Across the entries above, Kohn-Sham gap takes the values 8.777; 6.326 eV, respectively.